Entry 1:
9
Properties=species:S:1:pos:R:3 method="wB97M-V/def2-TZVPD" e_above_lowest_kj_mol=2.68 total_charge=-1 gap_ev=8.5 smiles="C=NO[P@@](=O)([O-])I" e_lumo_ev=3.12 spin_multiplicity=1 total_energy_ev=-26094.1139
C 0.928 1.605 -0.160
N 1.217 0.655 0.651
O -2.320 -0.688 0.305
O 0.284 -0.301 0.885
O -0.485 -1.034 -1.427
P -0.959 -1.051 -0.061
I -0.407 -3.229 0.978
H 1.669 2.341 -0.432
H 0.073 1.702 -0.741

---

Entry 2:
9
Properties=species:S:1:pos:R:3 method="wB97M-V/def2-TZVPD" e_above_lowest_kj_mol=313.96 gap_ev="7.8 / 7.8" e_lumo_ev="-1.58 / -1.58" spin_multiplicity=1 total_energy_ev=-27632.4485
C -1.118 1.001 0.060
N 1.438 -1.680 -1.264
O 2.075 -2.531 -0.735
O 0.490 -0.976 -0.710
O 0.239 0.094 2.066
S -0.549 -0.540 1.039
I 0.514 2.401 -0.305
H -1.700 1.437 0.857
H -1.389 0.794 -1.009

---

Entry 3:
6
Properties=species:S:1:pos:R:3 method="wB97M-V/def2-TZVPD" e_above_lowest_kj_mol=20.92 gap_ev=10.1 smiles="N=C=S.I" e_lumo_ev=0.51 spin_multiplicity=1 total_energy_ev=-21494.5737
C -1.294 0.467 -0.020
N -0.967 -0.335 -0.849
S -1.545 1.800 0.767
I 2.308 0.440 0.361
H -0.860 -1.326 -0.697
H 2.357 -1.046 0.437

---

Entry 4:
6
Properties=species:S:1:pos:R:3 method="wB97M-V/def2-TZVPD" e_above_lowest_kj_mol=11.50 gap_ev=11.0 smiles="C=O.N#N" e_lumo_ev=0.62 spin_multiplicity=1 total_energy_ev=-6096.8925
C -0.221 -0.740 0.843
H 0.406 -1.030 1.735
H 0.202 -1.030 -0.210
N 0.348 1.318 -2.197
N 0.588 1.712 -1.209
O -1.323 -0.229 1.036

---

Entry 5:
6
Properties=species:S:1:pos:R:3 method="wB97M-V/def2-TZVPD" e_above_lowest_kj_mol=243.33 gap_ev=9.1 e_lumo_ev=0.75 spin_multiplicity=1 total_energy_ev=-6094.4897
C -0.022 0.950 -0.223
N -1.373 1.460 2.337
N -2.162 0.875 2.856
O 0.011 -0.333 -0.059
H -0.651 1.213 -1.035
H 0.606 -0.735 0.582

---

Entry 6:
7
Properties=species:S:1:pos:R:3 method="wB97M-V/def2-TZVPD" e_above_lowest_kj_mol=607.58 gap_ev=9.9 e_lumo_ev=-0.16 spin_multiplicity=1 total_energy_ev=-8139.0735
C -0.490 -0.544 0.027
N 0.208 0.081 -0.933
N -0.406 0.649 0.882
O -1.018 -1.626 0.085
O 0.280 1.324 -0.165
H 0.811 -0.149 -1.711
H 0.614 0.266 1.816

---

Entry 7:
7
Properties=species:S:1:pos:R:3 method="wB97M-V/def2-TZVPD" e_above_lowest_kj_mol=779.04 gap_ev="8.4 / 7.8" e_lumo_ev="-1.42 / -1.92" spin_multiplicity=1 total_energy_ev=-8137.2964
C -0.665 -0.933 -0.164
N 0.128 -0.666 0.912
N -0.551 0.458 0.301
O -1.266 -1.634 -0.880
O 0.204 1.447 -0.419
H 1.677 -0.793 0.054
H 0.473 2.121 0.196

---

Entry 8:
8
Properties=species:S:1:pos:R:3 method="wB97M-V/def2-TZVPD" e_above_lowest_kj_mol=428.05 gap_ev=9.8 e_lumo_ev=0.13 spin_multiplicity=1 total_energy_ev=-18976.8919
C -0.984 -0.223 0.487
N 0.189 -0.248 1.059
N 1.252 -0.163 1.362
O 0.672 -0.224 -2.321
O 1.570 1.121 -0.506
S 0.445 0.804 -1.361
H -1.298 -1.237 0.185
H -1.845 0.169 1.095

---

Entry 9:
8
Properties=species:S:1:pos:R:3 method="wB97M-V/def2-TZVPD" e_above_lowest_kj_mol=475.35 gap_ev=10.3 e_lumo_ev=0.27 spin_multiplicity=1 total_energy_ev=-18976.4017
C 0.305 0.122 0.087
N 0.959 -0.137 1.279
N 1.982 0.185 1.608
O 2.212 -0.877 -1.497
O 2.659 0.924 0.242
S 1.865 0.472 -1.057
H -0.182 -0.898 -0.295
H -0.223 1.055 0.218

---

Entry 10:
8
Properties=species:S:1:pos:R:3 method="wB97M-V/def2-TZVPD" e_above_lowest_kj_mol=479.31 gap_ev=9.7 smiles="N=C=S.O=NO" e_lumo_ev=-0.05 spin_multiplicity=1 total_energy_ev=-18976.3606
C 0.802 1.294 0.823
N 1.021 2.181 0.006
N -0.583 -0.850 -0.653
O -1.285 -1.912 -0.108
O -0.533 -0.844 -1.838
S 0.697 0.230 2.009
H -0.995 -2.166 0.774
H 0.876 2.068 -1.013

---

Entry 11:
8
Properties=species:S:1:pos:R:3 method="wB97M-V/def2-TZVPD" e_above_lowest_kj_mol=380.56 gap_ev=9.8 smiles="O=c1[nH]on1O" e_lumo_ev=0.47 spin_multiplicity=1 total_energy_ev=-10186.1519
C 0.256 -1.202 -0.207
N 1.280 -0.278 -0.390
N -0.067 -0.679 1.084
O -0.254 -2.062 -0.889
O 0.900 0.338 0.769
O -1.217 -0.283 1.567
H 2.195 -0.180 -0.754
H -2.007 -0.047 0.890

---

Entry 12:
8
Properties=species:S:1:pos:R:3 method="wB97M-V/def2-TZVPD" e_above_lowest_kj_mol=326.50 gap_ev=10.6 smiles="O=c1[nH]on1O" e_lumo_ev=0.63 spin_multiplicity=1 total_energy_ev=-10186.7122
C 0.782 -0.219 0.189
N 0.420 1.081 -0.069
N -0.574 -0.428 0.766
O 1.758 -0.881 -0.013
O -0.862 0.917 0.455
O -1.352 -1.260 -0.048
H 0.850 1.932 -0.337
H -1.022 -1.141 -0.944

---

Entry 13:
9
Properties=species:S:1:pos:R:3 method="wB97M-V/def2-TZVPD" e_above_lowest_kj_mol=842.79 gap_ev="6.1 / 7.1" e_lumo_ev="-3.21 / -3.07" spin_multiplicity=1 total_energy_ev=-21017.6888
C -1.004 -0.133 -0.956
N -0.567 1.406 1.167
N -0.530 -1.137 -0.465
O 1.825 0.613 1.883
O 1.249 1.273 -0.450
O 0.317 -0.899 0.614
S 0.813 0.853 0.860
H -1.568 0.086 -1.777
H -0.533 -2.063 -0.876

---

Entry 14:
9
Properties=species:S:1:pos:R:3 method="wB97M-V/def2-TZVPD" e_above_lowest_kj_mol=206.51 gap_ev=9.7 e_lumo_ev=-0.64 spin_multiplicity=1 total_energy_ev=-21024.2833
C -0.680 1.292 -0.204
N -0.242 0.152 -0.185
N -0.017 1.726 1.672
O -1.171 2.311 -0.492
O 0.525 0.620 2.234
O -0.100 3.090 3.803
S -0.385 3.045 2.388
H 0.502 -0.029 1.479
H -0.382 -0.516 -0.916

---

Entry 15:
9
Properties=species:S:1:pos:R:3 method="wB97M-V/def2-TZVPD" e_above_lowest_kj_mol=502.53 gap_ev="8.5 / 8.7" e_lumo_ev="-1.99 / -1.41" spin_multiplicity=1 total_energy_ev=-21021.2153
C 2.639 -1.258 -0.229
N 2.859 -2.376 -0.293
N 0.001 0.391 -0.506
O 2.417 0.945 1.389
O 3.014 1.302 -0.993
O -0.411 -0.257 0.686
S 2.354 0.513 0.005
H 0.301 -0.301 -1.192
H -0.601 0.263 1.424

---

Entry 16:
9
Properties=species:S:1:pos:R:3 method="wB97M-V/def2-TZVPD" e_above_lowest_kj_mol=447.22 gap_ev=8.3 e_lumo_ev=-2.62 spin_multiplicity=1 total_energy_ev=-18063.6859
C 0.562 -1.729 -0.420
N 0.874 -2.511 -1.199
N -1.397 0.516 0.365
O -1.967 1.224 1.148
O -1.811 0.315 -0.789
O 1.644 1.499 -0.600
Si 0.244 -0.231 0.752
H 1.210 1.231 -1.414
H 0.642 -0.313 2.158

---

Entry 17:
9
Properties=species:S:1:pos:R:3 method="wB97M-V/def2-TZVPD" e_above_lowest_kj_mol=83.21 gap_ev=10.3 smiles="N#C[Si@@H](O)[N+](=O)[O-]" e_lumo_ev=-0.73 spin_multiplicity=1 total_energy_ev=-18067.4586
C -0.425 -1.892 -0.193
N -0.378 -2.913 -0.669
N 0.914 0.856 -0.591
O 1.415 0.706 -1.661
O 1.387 1.675 0.192
O -0.485 0.382 1.656
Si -0.804 -0.157 0.181
H 0.387 1.021 1.605
H -2.011 0.323 -0.520

---

Entry 18:
7
Properties=species:S:1:pos:R:3 method="wB97M-V/def2-TZVPD" e_above_lowest_kj_mol=316.36 gap_ev="6.2 / 6.2" e_lumo_ev="-0.91 / -0.86" spin_multiplicity=1 total_energy_ev=-16927.0372
C -0.891 -0.064 -0.506
N 1.773 0.581 -0.984
N -0.351 -0.335 0.626
O 1.840 0.375 0.195
S -2.073 -0.312 -1.504
H 0.694 -0.140 0.802
H -0.992 -0.106 1.372

---

Entry 19:
7
Properties=species:S:1:pos:R:3 method="wB97M-V/def2-TZVPD" e_above_lowest_kj_mol=207.72 gap_ev=8.1 smiles="N#C/P=N/P" e_lumo_ev=-1.56 spin_multiplicity=1 total_energy_ev=-22624.8044
C -2.104 0.887 -0.546
N -2.956 0.536 -1.224
N 0.413 0.236 0.551
P -0.510 1.417 0.811
P 1.561 -0.930 0.757
H 1.091 -1.800 -0.248
H 2.506 -0.346 -0.101

---

Entry 20:
7
Properties=species:S:1:pos:R:3 method="wB97M-V/def2-TZVPD" e_above_lowest_kj_mol=289.09 gap_ev="6.5 / 6.6" e_lumo_ev="-1.06 / -1.04" spin_multiplicity=1 total_energy_ev=-22623.9611
C 0.966 -0.701 -0.143
N 0.308 -1.685 -0.203
N -1.388 0.668 -0.141
P -2.335 -0.506 -0.278
P 0.125 1.217 -0.292
H 2.010 -0.449 -0.023
H 0.314 1.458 1.081

---

Entry 21:
7
Properties=species:S:1:pos:R:3 method="wB97M-V/def2-TZVPD" e_above_lowest_kj_mol=222.88 gap_ev=10.2 smiles=N#CP.N#P e_lumo_ev=-0.11 spin_multiplicity=1 total_energy_ev=-22624.6473
C 0.020 0.491 1.745
N 0.495 0.678 2.779
N 2.088 1.427 -0.449
P 2.886 1.129 0.732
P -0.802 0.257 0.228
H 0.025 -0.837 -0.182
H -0.195 1.243 -0.304

---

Entry 22:
7
Properties=species:S:1:pos:R:3 method="wB97M-V/def2-TZVPD" e_above_lowest_kj_mol=381.64 gap_ev="7.3 / 5.9" e_lumo_ev="-1.50 / -2.47" spin_multiplicity=1 total_energy_ev=-25715.2560
C 1.211 0.227 -0.033
N -0.400 1.920 -0.106
N 0.221 0.926 0.188
S 2.460 -0.666 0.186
S -0.938 -1.698 -0.089
H -1.281 2.206 0.384
H -1.272 -2.915 -0.530

---

Entry 23:
7
Properties=species:S:1:pos:R:3 method="wB97M-V/def2-TZVPD" e_above_lowest_kj_mol=130.85 total_charge=-1 gap_ev="5.1 / 5.1" e_lumo_ev="2.40 / 2.39" spin_multiplicity=1 total_energy_ev=-7584.4088
C 1.945 -0.025 -0.223
N 2.854 0.616 0.131
N 1.034 -0.885 -0.491
N -1.638 0.473 -0.054
O -2.757 -0.089 -0.183
H 0.072 -0.685 -0.163
H -1.509 0.596 0.983

---

Entry 24:
9
Properties=species:S:1:pos:R:3 method="wB97M-V/def2-TZVPD" e_above_lowest_kj_mol=186.49 gap_ev=8.6 e_lumo_ev=-2.36 spin_multiplicity=1 total_energy_ev=-18918.2310
C -3.110 -1.409 -0.032
N -3.284 -2.409 0.507
N -0.264 -0.229 -0.113
N -2.095 1.440 0.005
O -1.528 1.724 1.048
O -3.085 2.011 -0.432
P -1.481 0.239 -1.092
H 0.570 -0.734 -0.412
H -0.348 -0.413 0.963

---

Entry 25:
7
Properties=species:S:1:pos:R:3 method="wB97M-V/def2-TZVPD" e_above_lowest_kj_mol=304.45 gap_ev=10.9 smiles=c1nnn[nH]1 e_lumo_ev=0.75 spin_multiplicity=1 total_energy_ev=-7026.7901
C -0.034 -0.337 -0.744
H 0.423 -0.847 -1.622
H 1.124 -0.834 1.103
N -0.824 0.640 -0.749
N -0.964 1.164 0.326
N -0.297 0.525 1.161
N 0.571 -0.311 0.525

---

Entry 26:
8
Properties=species:S:1:pos:R:3 method="wB97M-V/def2-TZVPD" e_above_lowest_kj_mol=380.35 gap_ev=9.1 e_lumo_ev=-0.56 spin_multiplicity=1 total_energy_ev=-9072.3560
C 0.498 0.028 -0.142
H 2.056 -1.033 0.110
H -0.546 1.958 0.411
N 1.886 -0.051 -0.130
N -0.236 -1.219 -0.028
N -1.473 -1.060 -0.004
N -0.468 1.063 -0.012
O -1.716 0.314 -0.205

---

Entry 27:
8
Properties=species:S:1:pos:R:3 method="wB97M-V/def2-TZVPD" e_above_lowest_kj_mol=302.87 gap_ev=9.4 smiles="O=c1nn[nH][nH]1" e_lumo_ev=-0.86 spin_multiplicity=1 total_energy_ev=-9073.1590
C -0.970 0.246 -0.255
H 1.931 -0.551 -0.460
H -0.637 -1.416 0.771
N -0.233 1.488 -0.169
N 0.998 1.077 0.142
N 1.207 -0.241 0.093
N -0.104 -0.858 -0.237
O -2.192 0.257 0.116

---

Entry 28:
9
Properties=species:S:1:pos:R:3 method="wB97M-V/def2-TZVPD" e_above_lowest_kj_mol=573.17 gap_ev=8.3 smiles="NN=c1onno1" e_lumo_ev=-0.75 spin_multiplicity=1 total_energy_ev=-11117.6805
C 0.210 -0.295 -0.236
H 1.967 1.476 0.197
H 3.170 -0.112 -0.482
N 2.370 0.305 0.341
N 1.416 -0.771 -0.045
N -1.911 -0.318 0.291
N -1.668 0.915 0.061
O -0.878 -1.095 -0.085
O -0.103 1.031 -0.269

---

Entry 29:
10
Properties=species:S:1:pos:R:3 method="wB97M-V/def2-TZVPD" e_above_lowest_kj_mol=422.12 gap_ev=8.3 smiles="[O-]/[N+](O)=N/NN=C=S" e_lumo_ev=-0.45 spin_multiplicity=1 total_energy_ev=-21952.4776
C 0.049 -1.739 -1.619
N -0.069 -0.590 -1.997
N 0.058 0.373 -0.938
N 0.012 -0.269 0.278
N -0.141 0.351 1.350
O -0.253 1.700 1.066
O -0.101 -0.073 2.477
S 0.463 -3.000 -0.844
H -0.595 1.275 -1.014
H 0.577 1.971 1.241

---

Entry 30:
8
Properties=species:S:1:pos:R:3 method="wB97M-V/def2-TZVPD" e_above_lowest_kj_mol=332.44 gap_ev=8.1 e_lumo_ev=-1.32 spin_multiplicity=1 total_energy_ev=-17860.3604
C -0.544 0.341 0.293
H -0.754 -1.141 2.423
H 1.305 -0.747 -1.806
N -0.078 1.404 -0.172
N 0.806 1.030 -1.150
N 0.925 -0.283 -0.936
N 0.206 -0.723 -0.050
S -1.866 0.118 1.397

---

Entry 31:
9
Properties=species:S:1:pos:R:3 method="wB97M-V/def2-TZVPD" e_above_lowest_kj_mol=338.51 gap_ev="7.9 / 7.9" e_lumo_ev="-0.30 / -0.30" spin_multiplicity=1 total_energy_ev=-28694.7013
C 1.159 -0.908 -0.758
N -0.894 0.580 0.381
N 1.389 0.267 -0.705
N -0.087 1.538 0.370
N 0.974 1.451 -0.436
S -2.245 0.607 1.365
S 1.391 -2.525 -0.494
H -2.117 1.922 1.529
H 0.430 -2.934 -1.252

---

Entry 32:
8
Properties=species:S:1:pos:R:3 method="wB97M-V/def2-TZVPD" e_above_lowest_kj_mol=196.12 total_charge=+1 gap_ev="8.8 / 8.8" e_lumo_ev="-7.45 / -7.45" spin_multiplicity=1 total_energy_ev=-8505.9686
C -1.620 -0.395 0.031
N -2.778 -0.486 0.072
N 0.570 -1.055 0.062
N 1.336 1.623 -0.053
N -0.325 -0.247 0.010
N 0.278 1.405 0.243
H 0.543 -2.011 0.207
H 1.995 1.166 -0.570

---

Entry 33:
17
Properties=species:S:1:pos:R:3 method="wB97M-V/def2-TZVPD" e_above_lowest_kj_mol=0.00 gap_ev=10.2 e_lumo_ev=-1.14 spin_multiplicity=1 total_energy_ev=-26373.2475
C 2.442 -0.080 0.186
N 1.937 -1.027 -0.457
N -0.873 0.908 0.333
N 1.050 -0.922 -1.489
N -1.021 -1.857 0.973
N -2.072 0.531 0.433
N -0.560 2.222 -0.037
O -0.101 -1.173 -1.198
O 1.489 -0.721 -2.583
O -0.161 -1.386 1.573
O -1.376 -2.879 0.610
O -2.201 -0.796 0.632
O -3.089 1.139 0.408
O -1.413 2.937 -0.462
O 0.608 2.460 0.089
H 2.205 0.967 0.013
H 3.137 -0.323 0.975

---

Entry 34:
7
Properties=species:S:1:pos:R:3 method="wB97M-V/def2-TZVPD" e_above_lowest_kj_mol=533.80 total_charge=-1 gap_ev=6.6 e_lumo_ev=3.48 spin_multiplicity=1 total_energy_ev=-17485.4784
C -1.009 0.073 0.064
N 1.257 0.692 -0.097
O -0.027 -1.891 -0.012
O -0.096 0.910 0.025
S -2.603 0.042 0.110
H 0.825 -1.458 -0.109
H 1.653 1.631 0.019

---

Entry 35:
7
Properties=species:S:1:pos:R:3 method="wB97M-V/def2-TZVPD" e_above_lowest_kj_mol=160.06 total_charge=-1 gap_ev=7.9 e_lumo_ev=4.03 spin_multiplicity=1 total_energy_ev=-17489.3520
C -0.478 -2.802 -0.058
N 0.096 -1.828 -0.066
O 0.509 0.693 -0.978
O 0.754 1.819 1.181
S 0.043 1.828 -0.166
H -1.255 1.137 0.167
H 0.331 -0.847 -0.079

---

Entry 36:
9
Properties=species:S:1:pos:R:3 method="wB97M-V/def2-TZVPD" e_above_lowest_kj_mol=381.68 total_charge=-1 gap_ev=7.6 e_lumo_ev=3.00 spin_multiplicity=1 total_energy_ev=-39157.8567
C -0.322 0.838 -0.836
N -0.934 -0.661 0.312
O 1.568 -0.734 0.739
O -0.102 -2.144 1.956
S 0.550 2.095 -0.458
S -1.092 0.308 -2.349
S 0.247 -0.908 1.247
H -0.139 1.012 -3.039
H 0.224 0.194 2.427

---

Entry 37:
7
Properties=species:S:1:pos:R:3 method="wB97M-V/def2-TZVPD" e_above_lowest_kj_mol=86.42 total_charge=-1 gap_ev=6.3 e_lumo_ev=4.17 spin_multiplicity=1 total_energy_ev=-8700.8708
C -1.524 0.059 0.355
N 1.568 0.029 -0.427
O -1.740 -0.995 -0.127
O -1.857 0.977 1.063
O 0.420 0.846 -0.575
H 1.779 0.004 0.606
H 1.355 -0.919 -0.895

---

Entry 38:
8
Properties=species:S:1:pos:R:3 method="wB97M-V/def2-TZVPD" e_above_lowest_kj_mol=155.76 total_charge=-2 gap_ev=6.4 e_lumo_ev=7.42 spin_multiplicity=1 total_energy_ev=-17990.1038
C -0.300 -0.507 -0.348
N 0.196 -1.666 -0.458
O 1.723 0.622 1.403
O 0.644 2.022 -0.471
O -0.860 1.278 1.453
P 0.416 0.997 0.587
H -1.421 -0.422 -1.123
H -0.396 -2.325 -1.044

---

Entry 39:
8
Properties=species:S:1:pos:R:3 method="wB97M-V/def2-TZVPD" e_above_lowest_kj_mol=3.41 gap_ev=10.5 smiles="N=C=O.O=PO" e_lumo_ev=-0.10 spin_multiplicity=1 total_energy_ev=-17991.4769
C -1.394 0.345 0.865
N -2.157 0.283 -0.054
O 1.774 -0.935 0.049
O 0.914 0.808 -1.430
O -0.619 0.249 1.707
P 2.037 -0.068 -1.373
H 2.408 -1.523 0.501
H -2.963 0.841 -0.265

---

Entry 40:
8
Properties=species:S:1:pos:R:3 method="wB97M-V/def2-TZVPD" e_above_lowest_kj_mol=444.38 total_charge=-1 gap_ev=6.2 e_lumo_ev=4.15 spin_multiplicity=1 total_energy_ev=-19534.2966
C -0.234 -0.348 -0.218
N -1.563 0.337 -0.948
O -2.579 0.184 -0.346
O -1.371 0.921 -2.012
O 1.154 -2.038 -1.763
S 0.027 -2.013 -0.772
H 0.559 0.212 -0.821
H -0.290 -0.128 0.759